[1]
C6H8AgLiO6 | the ωB97M-V functional and the def2-TZVPD basis

Geometry as XYZ:
```
22
Properties=species:S:1:pos:R:3:forces:R:3
Ag -0.311690 1.127750 1.110068 0.2 2.4 2.1
O -0.705650 -0.907549 1.479908 -0.8 -1.3 -0.4
O 3.119381 -1.330971 0.176791 0.4 -0.4 0.3
C 3.899943 -0.104680 0.093959 0.3 0.2 -0.1
C 2.831205 0.971393 0.041132 0.2 0.2 -0.3
O 1.610549 0.188923 0.210618 1.0 -1.1 0.0
C 1.849417 -1.115205 0.315469 0.1 0.8 -1.0
H 4.521203 -0.053687 0.993111 -0.1 0.0 -0.2
H 4.518550 -0.163043 -0.804842 -0.1 0.0 0.2
H 2.728043 1.489062 -0.916530 0.1 -0.2 0.1
H 2.931179 1.716515 0.835513 -0.4 -0.3 0.0
Li 0.137556 -2.406622 0.241681 -0.5 0.5 0.4
O -1.796763 -2.129761 -0.015192 0.3 0.1 -0.4
O -2.835461 -0.429782 1.056502 -0.2 0.3 -0.1
C -3.525633 0.125887 -0.071186 0.0 -0.5 -0.3
C -2.759846 1.374087 -0.517412 -0.7 0.1 0.7
O -1.397337 1.129862 -0.517963 -0.8 0.0 -2.1
C -1.747858 -1.169132 0.768941 0.1 -0.7 1.0
H -3.548913 -0.624871 -0.872570 0.0 0.1 0.2
H -4.548424 0.354445 0.251760 0.3 -0.1 0.0
H -3.046157 2.209374 0.156675 0.3 -0.1 -0.2
H -3.135747 1.650323 -1.523414 0.5 0.0 0.2
```
Positions in Å, forces in eV/Å.

E_tot, eV: -22836.395
Kohn-Sham gap (alpha / beta), eV: 4.747 / 7.796
Charge: 0
Expectation value of S²: 2.006
Multiplicity: 3

***

[2]
C6H8AgLiO6 | the ωB97M-V functional and the def2-TZVPD basis

Geometry as XYZ:
```
22
Properties=species:S:1:pos:R:3:forces:R:3
O -0.165113 -1.521373 0.650765 -1.1 -0.8 -2.8
O 2.045138 0.276353 1.729035 2.2 3.3 -1.9
C 0.573933 -1.730919 -0.519558 0.0 0.0 -0.1
C 2.033482 -1.311904 -0.439747 0.1 -0.6 0.2
O 2.246976 0.109486 -0.466215 0.2 1.5 -0.1
C 2.320218 0.881627 0.656500 -0.9 -3.2 0.9
H 0.103441 -1.199074 -1.368303 0.1 -0.1 0.1
H 0.584196 -2.801933 -0.800517 0.1 0.1 0.0
H 2.554653 -1.694039 -1.327439 -0.1 0.2 0.2
H 2.513350 -1.751992 0.448455 -0.2 0.2 -0.2
O -1.696817 1.181390 1.095542 0.0 0.0 0.1
C -0.999633 2.184487 0.333553 0.2 0.1 0.0
C -0.961350 1.575721 -1.070303 0.3 0.1 -0.1
O -1.921462 0.508265 -0.980938 0.1 -0.1 -0.6
C -2.214471 0.273615 0.283418 -0.5 0.0 0.6
H -1.570545 3.117378 0.389128 0.1 -0.2 0.0
H -0.002743 2.316743 0.766823 -0.3 0.0 -0.1
H 0.014550 1.137234 -1.312184 -0.2 0.2 0.1
H -1.278402 2.265303 -1.857426 0.1 -0.2 0.2
O -2.942337 -0.630520 0.651904 0.5 0.0 -0.2
Li -1.862336 -2.230982 0.762777 0.2 0.5 0.4
Ag 0.625269 -0.954866 2.374733 -0.7 -1.0 3.2
```
Positions in Å, forces in eV/Å.

E_tot, eV: -22836.745
Kohn-Sham gap (alpha / beta), eV: 4.591 / 6.322
Charge: 0
Expectation value of S²: 2.009
Multiplicity: 3

***

[3]
C6H8B3BrO6P2S | the ωB97M-V functional and the def2-TZVPD basis

Geometry as XYZ:
```
27
Properties=species:S:1:pos:R:3:forces:R:3
O -1.205938 -3.986946 2.158421 0.5 1.7 -0.2
P -1.322838 -2.798869 0.973127 0.4 -0.8 -0.3
Br 0.820989 -2.228744 0.503444 -0.7 -0.3 0.5
B -1.944241 -1.200873 1.852437 0.8 1.0 2.1
O -1.315199 0.054566 1.721835 -1.8 -0.4 -1.1
B -2.229682 1.075061 1.411941 -0.1 0.4 0.8
O -3.595414 1.011028 1.803458 0.6 -1.6 -1.2
B -3.995324 -0.320645 1.866012 0.5 0.7 2.2
P -5.501083 -1.062629 0.950115 -0.3 -0.3 -1.0
S -4.991960 -1.066214 -0.957867 0.2 0.1 0.4
O -3.160861 -1.207982 2.588718 0.0 -0.1 -2.4
H -1.905811 -4.612032 2.014604 -0.4 -0.7 -0.3
H -1.917049 2.050037 0.817771 0.3 0.0 0.1
H -6.716732 -0.375086 1.197071 0.2 -0.3 0.3
H -5.651816 -2.384483 1.459520 -0.2 0.6 0.2
C 4.712201 2.449079 -1.634895 0.1 -0.1 0.2
C 4.826634 1.426204 -0.790054 0.1 0.2 -0.1
C 3.841994 0.320500 -0.787311 0.0 -0.1 0.1
O 3.944827 -0.609852 -0.016233 0.0 0.0 0.0
C 2.726568 0.392908 -1.758771 -0.1 0.1 -0.2
C 2.612311 1.415988 -2.603560 -0.1 -0.2 0.1
C 3.596949 2.521730 -2.606513 0.0 0.1 -0.1
O 3.494857 3.452666 -3.376399 0.0 0.0 0.0
H 5.420436 3.267392 -1.652740 0.0 0.0 0.0
H 5.634348 1.354570 -0.073097 0.0 0.0 0.0
H 2.017474 -0.425089 -1.740794 0.0 0.0 0.0
H 1.804367 1.487717 -3.320236 0.0 0.0 0.0
```
Positions in Å, forces in eV/Å.

E_tot, eV: -120126.633
Kohn-Sham gap, eV: 7.555
Charge: 0
Multiplicity: 1

***

[4]
C6H8BiO6 | the ωB97M-V functional and the def2-TZVPD basis

Geometry as XYZ:
```
21
Properties=species:S:1:pos:R:3:forces:R:3
O 2.429836 0.929699 0.853712 2.8 -1.3 -0.4
C -0.158036 -1.760727 0.609317 0.1 -1.7 0.7
C 2.895049 -0.103298 0.070184 1.4 -2.3 -1.4
O -0.680266 -2.738116 1.090941 0.0 2.0 -0.9
O 1.118746 -1.824238 0.270372 0.9 0.3 -0.2
C 1.848430 -0.957936 -0.632373 -0.4 -0.1 -0.2
H 3.532969 -0.788382 0.665898 -0.3 0.5 -0.1
H 3.533180 0.277938 -0.755806 -0.3 0.1 0.5
H 2.350780 -1.648371 -1.322046 0.0 0.3 0.2
H 1.145870 -0.353343 -1.215348 0.2 -0.1 0.0
H -1.877879 2.364253 -1.112527 0.3 -0.3 0.1
O -0.490248 0.193299 1.854549 -0.2 -0.6 1.0
O -0.485855 0.964956 -0.387195 0.1 -1.7 -1.4
C -1.735162 1.286237 -0.956141 -1.1 0.0 -0.6
C -2.743250 0.739815 0.044649 -0.3 0.1 0.3
O -2.165744 -0.500873 0.471796 1.1 0.2 -0.4
C -0.841733 -0.375307 0.745472 -3.2 -2.1 -0.4
H -1.823941 0.756259 -1.918248 0.1 0.3 0.3
H -3.708347 0.503508 -0.413414 0.2 0.1 0.2
H -2.867791 1.402793 0.911850 -0.1 -0.1 -0.2
Bi 0.723389 1.631827 1.124355 -1.5 6.3 2.7
```
Positions in Å, forces in eV/Å.

E_tot, eV: -24466.453
Kohn-Sham gap, eV: 9.483
Charge: +1
Multiplicity: 1

***

[5]
C6H8Br2 | the ωB97M-V functional and the def2-TZVPD basis

Geometry as XYZ:
```
16
Properties=species:S:1:pos:R:3:forces:R:3
C 0.279130 -0.045643 1.050457 2.2 -0.1 -2.1
C -0.029561 0.161762 2.291622 -2.8 0.7 0.9
C -0.091942 -0.048066 -0.394439 0.2 -0.5 1.0
C 1.385037 -0.160483 0.013099 -0.3 1.3 1.5
C -0.521833 1.253077 -1.005695 -2.1 2.3 -1.2
C -0.741311 -1.354672 -0.812586 0.2 -1.6 -2.2
Br 2.545793 -1.645602 -0.188614 -0.2 -0.3 -0.1
Br 2.471971 1.503742 -0.110242 -0.3 -0.7 0.0
H 0.566703 0.238301 3.185704 0.5 -0.3 -0.2
H -1.132262 0.375113 2.452443 1.3 -0.3 0.1
H -0.290320 1.303895 -2.149343 -0.1 -0.1 2.1
H -0.053785 2.213839 -0.453146 -1.3 -2.4 -1.4
H -1.731268 1.324543 -0.983525 2.8 -0.1 0.2
H -1.836622 -1.414461 -0.514401 1.4 0.2 -0.4
H -0.161073 -2.270865 -0.358235 -1.3 1.8 -0.9
H -0.658660 -1.434478 -2.023102 -0.3 0.0 2.8
```
Positions in Å, forces in eV/Å.

E_tot, eV: -146433.723
Kohn-Sham gap, eV: 10.118
Charge: 0
Multiplicity: 1

***

[6]
C6H8Br2O3 | the ωB97M-V functional and the def2-TZVPD basis

Geometry as XYZ:
```
19
Properties=species:S:1:pos:R:3:forces:R:3
C 0.447055 0.505401 -1.489824 -0.2 1.0 0.3
C -0.854021 0.243930 -1.396160 -0.6 -1.8 0.0
C 0.982633 1.375479 -0.489370 1.7 -0.3 0.1
C -2.587045 -2.680671 1.124597 1.4 -0.2 2.8
C 2.959672 2.481810 0.118507 -1.2 0.2 3.2
C -1.242850 -2.235286 1.543181 -0.3 1.1 -0.3
O 0.452750 1.756478 0.536147 -0.9 0.4 0.2
O -1.684406 0.507049 -0.424897 1.3 2.3 1.7
O 2.276895 1.646926 -0.763903 -1.0 -0.3 -0.5
Br -1.636186 -0.976689 -2.584184 -0.2 -0.2 -0.6
Br 0.123879 -3.431919 1.070439 -0.3 -0.2 0.0
H 1.105180 0.168168 -2.249051 0.1 -0.3 -0.6
H -2.806774 -2.896288 2.283362 -0.3 0.2 -2.0
H -3.271049 -1.969248 0.709018 -0.2 0.8 0.3
H -2.579203 -3.563617 0.571818 -0.4 -1.7 -0.9
H 3.957950 2.256461 -0.063470 1.9 0.5 -0.7
H 2.843080 2.129600 1.222203 -0.3 0.7 -1.8
H 2.634978 3.547121 0.033309 0.5 -0.9 0.0
H -1.122538 1.135296 0.248276 -1.0 -1.4 -1.3
```
Positions in Å, forces in eV/Å.

E_tot, eV: -152574.914
Kohn-Sham gap, eV: 8.417
Charge: 0
Multiplicity: 1